No. 1
ORCA calculation (ωB97M-V/def2-TZVPD) on C18H15ClIN4O5Re as an isolated structure at a distorted geometry.

As for the HOMO-LUMO gap (alpha / beta): 4.94 / 3.51 eV. As for the spin multiplicity: 4. For the HOMO energy (alpha / beta), the calculation gives -9.67 / -9.60 eV. The value obtained for the LUMO energy (alpha / beta) is -4.7 / -6.1 eV. Its charge is +1. The value obtained for the total energy is -2126.115386 Eh.

Cartesian coordinates (Å):
Re1 0.894 0.199 -0.188
O1 7.513 2.285 0.173
C1 7.289 1.120 0.018
O2 7.787 0.036 -0.128
C2 5.648 0.886 0.000
C3 5.069 0.265 1.088
C4 3.700 0.060 1.053
N1 2.962 0.399 -0.004
C5 3.555 0.983 -1.053
C6 4.912 1.270 -1.097
C7 2.635 1.307 -2.256
O3 3.097 1.785 -3.260
O4 1.425 0.966 -2.037
H1 5.655 -0.062 1.934
H2 3.175 -0.382 1.890
H3 5.324 1.760 -1.967
N2 0.937 -1.704 -1.388
C8 -0.453 -2.065 -1.740
C9 -1.237 -0.788 -2.040
N3 -1.193 0.086 -0.854
H4 1.438 -1.465 -2.249
H5 1.420 -2.511 -0.996
H6 -0.896 -2.581 -0.885
H7 -0.485 -2.734 -2.602
H8 -2.263 -1.043 -2.316
H9 -0.770 -0.253 -2.868
H10 -1.885 -0.228 -0.172
H11 -1.461 1.032 -1.132
Cl1 -1.212 1.240 6.351
C10 -0.688 1.446 4.732
C11 -0.597 2.717 4.198
C12 -0.168 2.921 2.890
I1 -0.074 4.838 2.050
C13 0.180 1.839 2.066
O5 0.603 1.949 0.858
C14 0.061 0.523 2.618
N4 0.383 -0.484 1.756
C15 0.322 -1.725 2.225
C16 -0.057 -2.033 3.533
C17 -0.399 -1.026 4.406
C18 -0.354 0.305 3.952
H12 -0.871 3.566 4.805
H13 0.599 -2.520 1.546
H14 -0.070 -3.065 3.845
H15 -0.692 -1.237 5.421

Here are the Löwdin charges for atoms 1 to 5, given in e: 1.772 0.067 -0.740 0.058 -0.046

=====

No. 2
ORCA calculation (ωB97M-V/def2-TZVPD) on C4H5N3S as an isolated structure at a distorted geometry.

As for the HOMO-LUMO gap: 7.11 eV. For the HOMO energy, the calculation gives -9.14 eV. The value obtained for the relative energy (zero: lowest compared OMol25 entry of this formula, charge and spin) is 162.8 kcal per mole. The value obtained for the LUMO energy is -2.0 eV. The value obtained for the total energy is -717.634217 Eh.

Cartesian coordinates (Å):
C1 0.185 -0.911 -0.187
C2 2.213 -0.330 -0.049
C3 -0.667 1.363 -0.002
C4 -2.013 1.033 -0.142
H1 -0.089 -2.941 1.306
H2 3.369 -0.540 -0.018
H3 -0.188 2.389 0.750
H4 -2.377 0.089 -0.888
H5 -2.604 1.990 0.280
N1 1.382 -1.476 -0.125
N2 1.601 0.818 -0.393
N3 0.317 0.417 -0.305
S1 -1.130 -1.902 -0.229

Here are the Löwdin charges for atoms 1 to 5, given in e: -0.944 -0.178 -0.191 -0.059 0.202

=====

No. 3
ORCA calculation (ωB97M-V/def2-TZVPD) on one molecule with the formula C5H13NS at a distorted geometry.

As for the HOMO-LUMO gap: 9.70 eV. For the HOMO energy, the calculation gives -8.68 eV. Its structure (SMILES) is CCCNCCS. The value obtained for the relative energy (zero: lowest compared OMol25 entry of this formula, charge and spin) is 17.8 kcal per mole. The value obtained for the LUMO energy is 1.0 eV. The value obtained for the total energy is -651.215576 Eh.

Cartesian coordinates (Å):
C1 -0.328 -1.585 -0.932
N1 0.176 -0.218 -0.808
C2 0.947 0.086 0.395
C3 0.205 1.159 1.198
S1 0.897 1.623 2.768
C4 -1.510 -1.659 -1.903
C5 -1.086 -1.087 -3.303
H1 0.461 -2.237 -1.357
H2 -0.537 -2.000 0.053
H3 -0.549 0.470 -0.924
H4 1.970 0.389 0.115
H5 0.972 -0.814 1.011
H6 0.008 2.032 0.574
H7 -0.748 0.683 1.462
H8 2.162 1.569 2.254
H9 -2.149 -0.873 -1.469
H10 -2.024 -2.613 -1.861
H11 -0.805 -0.058 -3.116
H12 -0.257 -1.665 -3.696
H13 -1.950 -1.210 -3.942

Here are the Löwdin charges for atoms 1 to 5, given in e: -0.268 -0.094 -0.298 -0.630 0.699

=====

No. 4
ORCA calculation (ωB97M-V/def2-TZVPD) on a 2-piece molecular cluster, C5H13N overall at a distorted geometry.

As for the HOMO-LUMO gap: 10.33 eV. For the HOMO energy, the calculation gives -9.28 eV. Its structure (SMILES) is C=CC.CNC. The value obtained for the relative energy (zero: lowest compared OMol25 entry of this formula, charge and spin) is 87.8 kcal per mole. The value obtained for the LUMO energy is 1.1 eV. The value obtained for the total energy is -252.923234 Eh.

Cartesian coordinates (Å):
C1 -0.689 -0.776 2.130
C2 -1.182 -1.771 0.987
C3 -1.088 -1.690 -0.373
H1 0.398 -0.508 1.762
H2 -0.797 -1.408 2.981
H3 -1.434 0.140 2.088
H4 -1.875 -2.591 1.460
H5 -1.706 -2.018 -1.251
H6 -0.196 -1.132 -0.813
C4 1.768 0.970 -1.637
N1 1.185 0.806 -0.233
C5 -0.122 1.525 -0.233
H7 1.064 0.718 -2.569
H8 2.662 0.417 -1.765
H9 2.152 2.050 -1.861
H10 1.005 -0.154 -0.124
H11 -0.645 1.430 -1.263
H12 -0.716 1.400 0.682
H13 0.218 2.591 0.032

Here are the Löwdin charges for atoms 1 to 5, given in e: -0.109 -0.229 -0.043 0.089 0.033

=====

No. 5
ORCA calculation (ωB97M-V/def2-TZVPD) on C36H37CdF3P2 as an isolated structure at a distorted geometry.

As for the HOMO-LUMO gap: 6.71 eV. For the HOMO energy, the calculation gives -7.70 eV. The value obtained for the relative energy (zero: lowest compared OMol25 entry of this formula, charge and spin) is 46.5 kcal per mole. The value obtained for the LUMO energy is -1.0 eV. The value obtained for the total energy is -2543.800733 Eh.

Cartesian coordinates (Å):
Cd1 2.071 -1.015 1.337
C1 -2.769 0.143 5.670
C2 -3.597 0.532 4.666
C3 -3.649 1.778 3.792
C4 -2.304 2.123 3.163
C5 -1.308 2.745 4.082
C6 -1.371 2.968 5.406
C7 -2.317 2.504 6.480
C8 -2.311 0.992 6.838
C9 2.527 0.688 2.589
H1 -2.307 -0.832 5.691
H2 -4.444 -0.131 4.423
H3 -4.070 2.678 4.268
H4 -4.351 1.539 2.968
H5 -1.887 1.206 2.729
H6 -2.484 2.774 2.290
H7 -0.408 3.089 3.551
H8 -0.588 3.620 5.807
H9 -3.354 2.732 6.210
H10 -2.083 3.082 7.391
H11 -1.318 0.669 7.207
H12 -2.928 0.871 7.738
H13 3.312 0.374 3.285
H14 1.663 1.067 3.160
H15 2.915 1.437 1.870
P1 0.153 -2.199 -1.897
P2 2.101 0.187 -2.530
C10 -0.501 -0.633 -2.529
C11 0.375 0.273 -3.036
C12 -0.460 -3.296 -3.283
C13 -1.534 -2.949 -4.122
C14 -1.916 -3.779 -5.188
C15 -1.230 -4.979 -5.421
C16 -0.159 -5.340 -4.584
C17 0.224 -4.509 -3.525
C18 -1.031 -2.385 -0.499
C19 -0.936 -1.421 0.526
C20 -1.705 -1.563 1.675
C21 -2.677 -2.565 1.742
C22 -2.835 -3.463 0.684
C23 -1.997 -3.395 -0.433
C24 2.728 0.798 -4.214
C25 2.455 0.025 -5.365
C26 2.892 0.449 -6.627
C27 3.600 1.651 -6.766
C28 3.875 2.417 -5.628
C29 3.444 1.995 -4.362
C30 2.132 1.749 -1.546
C31 3.331 1.990 -0.850
C32 3.482 3.155 -0.100
C33 2.447 4.096 -0.046
C34 1.254 3.856 -0.727
C35 1.091 2.684 -1.474
H16 -1.593 -0.500 -2.524
H17 0.096 1.090 -3.714
H18 -2.092 -2.029 -3.940
H19 -2.758 -3.488 -5.826
H20 -1.537 -5.636 -6.240
H21 0.369 -6.285 -4.751
H22 1.040 -4.807 -2.859
H23 -0.314 -0.525 0.380
H24 -1.550 -0.878 2.511
H25 -3.314 -2.626 2.623
H26 -3.613 -4.222 0.722
H27 -2.119 -4.090 -1.265
H28 1.878 -0.903 -5.281
H29 2.676 -0.154 -7.511
H30 3.936 1.987 -7.753
H31 4.428 3.353 -5.721
H32 3.649 2.618 -3.486
H33 4.155 1.276 -0.929
H34 4.421 3.331 0.418
H35 2.586 5.017 0.517
H36 0.455 4.596 -0.703
H37 0.173 2.533 -2.041
F1 1.161 -3.426 3.273
C36 1.971 -2.315 3.370
F2 1.454 -1.600 4.443
F3 3.199 -2.801 3.805

Here are the Löwdin charges for atoms 1 to 5, given in e: 1.261 -0.095 -0.101 -0.211 -0.213

=====

No. 6
ORCA calculation (ωB97M-V/def2-TZVPD) on a 2-piece molecular cluster, C4H12 overall at a distorted geometry.

As for the HOMO-LUMO gap: 12.47 eV. For the HOMO energy, the calculation gives -11.36 eV. Its structure (SMILES) is CC.CC. The value obtained for the relative energy (zero: lowest compared OMol25 entry of this formula, charge and spin) is 14.1 kcal per mole. The value obtained for the LUMO energy is 1.1 eV. The value obtained for the total energy is -159.562524 Eh.

Cartesian coordinates (Å):
C1 0.587 2.377 0.597
C2 1.267 1.448 1.555
H1 1.190 3.255 0.259
H2 0.408 1.872 -0.346
H3 -0.273 2.933 0.956
H4 2.357 1.465 1.649
H5 1.095 0.395 1.269
H6 0.847 1.565 2.555
C3 -0.246 -2.141 -1.285
C4 -1.594 -1.651 -0.826
H7 -0.357 -2.965 -1.997
H8 0.403 -1.605 -1.978
H9 0.351 -2.480 -0.443
H10 -2.345 -1.594 -1.605
H11 -2.039 -2.341 -0.113
H12 -1.575 -0.629 -0.424

Here are the Löwdin charges for atoms 1 to 5, given in e: -0.187 -0.180 0.071 0.053 0.059

=====

What is the total energy in the fourth record? -252.923234 Eh

=====

Look up the total energy of the first one. -2126.115386 Eh

=====

Which of these has the lowest total energy? C36H37CdF3P2

=====

Which of these has the lowest total energy? C36H37CdF3P2